1.
DFT (ωB97M-V/def2-TZVPD) results for a cluster of 2 separate species, C7H9N in total.

The highest occupied orbital energy is -0.332 Ha. The calculation puts the HOMO-LUMO gap at 9.54 eV.

The geometry in ORCA input format:
```
! wB97M-V def2-TZVPD RIJCOSX def2/J DEFGRID3
* xyz 0 1
C -0.84075 0.55328 1.27089
C -0.91433 -0.32908 2.20160
C 0.46352 1.16185 -1.82349
C 1.30975 0.88046 -0.71663
C 1.18119 -0.37459 -0.04262
C 0.15370 -1.18608 -0.42625
C -0.63299 -0.80778 -1.47060
H -1.45031 1.31269 1.25769
H -0.02489 0.23398 0.50366
H -1.41597 -0.01786 3.12193
H -0.29350 -1.19122 2.20877
H 0.51128 2.07441 -2.54553
H 2.07999 1.60098 -0.39825
H 1.99319 -0.79836 0.60652
H -0.12186 -2.06205 0.22465
H -1.54456 -1.36101 -1.78826
N -0.45345 0.31039 -2.18411
*
```



2.
DFT (ωB97M-V/def2-TZVPD) results for an isolated molecule of C7H9N.

The highest occupied orbital energy is -0.245 Ha. The calculation puts the HOMO-LUMO gap at 5.51 eV.

The geometry in ORCA input format:
```
! wB97M-V def2-TZVPD RIJCOSX def2/J DEFGRID3
* xyz 0 1
C 0.78599 1.13486 1.47463
N 0.48733 1.68389 0.17712
C 0.00761 0.75117 -0.78738
C 0.90528 -0.18506 -1.34757
C 0.38543 -1.52098 -1.19977
C -1.05766 -1.53978 -0.64409
C -1.51274 -0.81080 0.52768
C -1.49178 0.09767 -0.55014
H -0.04744 0.58055 1.91995
H 1.00156 1.92189 2.11924
H 1.61138 0.40972 1.42175
H 0.69083 2.69102 0.09618
H 2.04634 -0.08718 -1.27068
H 1.05456 -2.35142 -1.08247
H -1.72111 -2.36565 -1.00987
H -0.85515 -0.94089 1.31422
H -2.29044 0.53099 -1.15880
*
```



3.
DFT (ωB97M-V/def2-TZVPD) results for an isolated molecule of C7H9N.

The highest occupied orbital energy is -0.312 Ha. The calculation puts the HOMO-LUMO gap at 8.90 eV.

The geometry in ORCA input format:
```
! wB97M-V def2-TZVPD RIJCOSX def2/J DEFGRID3
* xyz 0 1
C -1.44364 1.10539 -1.48857
C -1.00589 0.49733 -0.35118
C -1.54690 -0.08637 0.96260
C -0.70463 -0.92297 1.73051
C 0.45442 -0.88243 0.77204
C 1.65655 0.32083 -0.54358
C 0.46632 0.44732 0.10207
H -0.66096 1.27032 -2.34792
H -2.51708 0.96408 -2.08110
H -2.68614 0.25860 1.09682
H -0.94743 -1.36213 2.58579
H 0.11821 -1.45785 -0.04020
H 2.16802 -1.84293 0.14859
H 2.11885 1.39291 -0.46728
H 2.05384 0.08141 -1.64272
H 0.51414 1.14163 1.09770
N 1.96232 -0.92515 0.46642
*
```



4.
DFT (ωB97M-V/def2-TZVPD) results for an isolated molecule of C7H9N.

The highest occupied orbital energy is -0.337 Ha. The calculation puts the HOMO-LUMO gap at 9.68 eV.

The geometry in ORCA input format:
```
! wB97M-V def2-TZVPD RIJCOSX def2/J DEFGRID3
* xyz 0 1
C -0.84381 0.32369 0.48507
C 0.22469 0.83196 -0.41530
C -0.97559 -1.14921 0.46818
C 1.56727 0.35479 -0.07738
C -0.05946 1.60091 -1.45973
C -1.57509 -1.85461 1.42201
C 2.50251 0.06035 -0.98132
N -1.54844 1.14097 1.14058
H -2.27527 0.71583 1.71575
H -0.56380 -1.63794 -0.40970
H 1.75447 0.20306 0.98058
H -1.06576 1.91799 -1.66489
H 0.70886 1.93688 -2.13776
H -1.97681 -1.38588 2.28949
H -1.66953 -2.92971 1.36123
H 3.47494 -0.29404 -0.67498
H 2.32081 0.16497 -2.04183
*
```



Which of them is the most stable? Correct choice: 4.